[1]
ORCA calculation (ωB97M-V with the def2-TZVPD basis set) on ClH4O2Zn as an isolated structure.

Properties
Largest force on an atom = 0.0446 hartree/bohr
Frontier orbital gap = 3.2 eV
Calculated total energy = -2391.9373 Ha
Energy above the lowest of the compared OMol25 structures with the same formula, charge and spin = 2.287 eV
Charge = +1
E_HOMO = -13.73 eV

Geometry as XYZ:
```
8
Properties=species:S:1:pos:R:3:nbo_charge:R:1
Zn -2.21623 0.38870 3.40160 1.169
Cl 0.42547 -0.28433 1.66709 -0.168
O -0.57101 -3.73272 -1.85122 -0.930
H 0.26472 -4.07316 -2.17044 0.474
H -0.36702 -3.36249 -0.99241 0.457
O 0.77439 3.92776 0.28654 -0.936
H 0.93098 4.16556 -0.62733 0.478
H 0.75870 2.97069 0.28617 0.457
```

---

[2]
ORCA calculation (ωB97M-V with the def2-TZVPD basis set) on one molecule with the formula C24H20ClFN2O6S2.

Properties
Largest force on an atom = 0.0245 hartree/bohr
Frontier orbital gap = 7.4 eV
Calculated total energy = -2843.9810 Ha
Charge = 0
E_HOMO = -7.68 eV

Geometry as XYZ:
```
56
Properties=species:S:1:pos:R:3:nbo_charge:R:1
C -2.79843 -1.59805 -2.38871 -0.252
H -2.53551 -0.60319 -2.01562 0.177
O -1.77004 -2.14462 -3.17992 -0.480
C -0.55155 -2.33365 -2.60969 0.258
C -0.24751 -2.04149 -1.29690 -0.245
C 1.03913 -2.27241 -0.79983 -0.111
C 2.00444 -2.80469 -1.66067 -0.259
C 1.72266 -3.09980 -2.98426 0.225
C 0.42667 -2.87138 -3.48258 0.301
O -0.03775 -3.10227 -4.73114 -0.489
C 0.77413 -3.65263 -5.74338 -0.239
H 1.14154 -4.64464 -5.47355 0.183
H 1.62157 -3.00634 -5.97979 0.183
H 0.12192 -3.73023 -6.61316 0.190
O 2.65882 -3.61178 -3.84749 -0.509
C 3.97182 -3.80798 -3.38173 -0.251
H 4.42556 -2.87040 -3.04620 0.180
H 4.52589 -4.18920 -4.23839 0.201
H 4.00861 -4.54406 -2.57260 0.178
H 2.99330 -2.97636 -1.26944 0.220
C 1.42480 -1.98492 0.54824 -0.089
C 0.74114 -1.40422 1.55887 -0.303
C 1.38734 -1.17276 2.84990 0.688
O 2.48916 -1.53898 3.18289 -0.576
N 0.53947 -0.46699 3.69876 -0.494
C -0.67895 -0.09329 3.21470 0.556
O -1.50221 0.57104 3.78669 -0.595
S -0.89016 -0.75683 1.57986 0.278
C 1.04407 0.09523 4.93455 -0.232
H 0.18940 0.28859 5.58716 0.225
H 1.71707 -0.63613 5.38574 0.238
C 1.80812 1.39523 4.62812 -0.237
N 0.97152 2.32452 3.90691 -0.609
C 0.86898 2.23553 2.55943 0.649
O 1.62507 1.57309 1.86713 -0.632
C -0.22640 2.98445 1.92142 -0.312
C -1.21205 3.81287 2.37234 -0.012
C -2.10137 4.25044 1.34611 -0.146
C -3.20701 5.10003 1.44191 -0.146
C -3.93438 5.39085 0.31302 -0.288
C -3.55811 4.83257 -0.90933 0.409
C -2.47596 3.99155 -1.04792 -0.286
C -1.74436 3.70350 0.09669 -0.157
S -0.34395 2.68776 0.20810 0.494
H -2.21257 3.57878 -2.00747 0.237
F -4.28853 5.13352 -1.99916 -0.319
H -4.79240 6.04247 0.34941 0.234
H -3.47960 5.51968 2.39765 0.229
Cl -1.41883 4.32872 3.99382 0.040
H 0.21678 2.76265 4.41652 0.412
H 2.66536 1.16292 3.99077 0.242
H 2.14924 1.85647 5.55594 0.211
H 2.43958 -2.25685 0.81944 0.236
H -0.99930 -1.63753 -0.64307 0.211
H -3.66170 -1.52160 -3.04764 0.203
H -3.04457 -2.24720 -1.54244 0.178
```

---

[3]
ORCA calculation (ωB97M-V with the def2-TZVPD basis set) on C2H4ClN2 as an isolated structure.

Properties
Largest force on an atom = 0.0594 hartree/bohr
Frontier orbital gap (spin up / spin down) = 8.7 / 8.7 eV
Calculated total energy = -647.8127 Ha
Energy above the lowest of the compared OMol25 structures with the same formula, charge and spin = 5.205 eV
Charge = +1
E_HOMO (spin up / spin down) = -15.16 / -15.16 eV

Geometry as XYZ:
```
9
Properties=species:S:1:pos:R:3:nbo_charge:R:1
C -1.29201 -0.38240 -1.76266 0.207
C -0.33833 -0.46800 0.04902 -0.441
N -0.51274 0.50725 -1.10770 -0.068
N -0.02669 1.65866 -1.26582 -0.222
Cl -2.91760 -0.48865 -1.80537 0.307
H 0.60963 -0.89585 -0.09486 0.281
H -0.72732 0.26643 0.79699 0.278
H -0.93067 -1.32255 -0.09679 0.279
H 0.79696 1.85832 -0.71983 0.379
```